Here is a structure of composition C9H21KN3O7P at a distorted geometry from OMol25. Energies are from ωB97M-V/def2-TZVPD.

XYZ file:
```
42
Properties=species:S:1:pos:R:3:forces:R:3
K 1.0277 1.0975 -0.6260 0.39 0.03 -0.65
P 3.3726 1.6315 -2.8530 -0.80 -5.09 -0.54
O 2.9288 2.8616 -2.0970 -0.10 -0.24 -0.21
O 2.5590 0.2828 -2.7346 -3.46 0.77 2.64
O 4.6763 0.8924 -2.5903 3.97 1.04 2.49
O 3.5705 1.4162 -4.3403 0.03 3.22 -3.60
C 3.7670 -0.7270 0.6551 -1.01 -1.42 -0.54
O 2.6213 -0.4123 1.0311 1.84 0.06 -0.10
N 4.5602 -1.6342 1.3001 -0.80 1.51 -0.64
C 5.8342 -2.1446 0.7359 -1.38 -1.22 1.40
C 4.1926 -2.0761 2.6256 0.68 -0.46 0.35
H 4.2025 -0.5340 -0.3375 -0.41 0.90 -0.10
H 5.6675 -3.2209 0.6905 0.25 -0.43 0.24
H 6.5549 -1.9783 1.5365 0.69 0.18 -0.64
H 6.1175 -1.9639 -0.3010 -0.29 1.27 0.34
H 4.9421 -1.7249 3.3348 0.34 -0.25 0.17
H 3.2551 -1.7187 3.0515 -0.12 0.24 -0.95
H 4.1670 -3.1658 2.6229 0.05 -0.15 0.26
C -2.3128 -1.2488 -0.0433 1.50 -0.21 -0.61
O -1.2396 -0.8193 -0.4031 0.42 0.95 0.12
N -2.6325 -2.5317 -0.2784 -1.24 -0.71 -0.38
C -1.7032 -3.5447 -0.7994 0.65 0.82 -0.19
C -3.9020 -3.0956 0.1275 0.44 -0.11 -0.29
H -3.0171 -0.6045 0.5054 -0.42 -0.43 -0.07
H -0.7589 -3.0715 -1.0685 0.17 0.08 0.85
H -1.9058 -4.0309 -1.7537 -1.20 0.24 -0.10
H -1.6285 -4.3491 -0.0676 0.38 0.11 0.15
H -4.6046 -2.3957 0.5796 0.43 0.17 0.24
H -4.4028 -3.4731 -0.7640 -0.09 -0.44 0.13
H -3.5849 -3.8859 0.8080 -0.97 -0.35 0.19
C -2.3909 3.2770 -0.7269 3.52 -0.25 -0.93
O -1.2223 2.9499 -0.4557 -2.36 0.29 0.39
N -3.3540 3.7347 0.0625 0.15 0.35 0.94
C -4.5677 4.1644 -0.5472 -1.12 -0.04 -0.95
C -3.3158 3.9044 1.5087 -0.18 0.39 0.13
H -2.6858 3.3414 -1.7857 -0.07 -0.32 -0.01
H -4.8027 5.2288 -0.5464 0.35 0.28 0.84
H -5.4104 3.6150 -0.1277 -0.19 0.08 0.01
H -4.5523 3.9935 -1.6237 0.14 -0.54 0.06
H -2.3834 3.8121 2.0657 0.36 -0.46 -0.93
H -3.6068 4.9400 1.6846 -0.40 -0.04 0.27
H -4.0324 3.2084 1.9447 -0.14 0.17 0.22
```
Positions in Å, forces in eV/Å.

Spin multiplicity: 2
Charge: -1
Kohn-Sham gap (alpha / beta): 4.16 / 3.51 eV
HOMO level (alpha / beta): -2.41 / -1.76 eV